A structure of composition C4H11BrClPbTm. Source: the OMol25 dataset; level of theory: wB97M-V/def2-TZVPD.

XYZ file:
```
19
Properties=species:S:1:pos:R:3:forces:R:3:mulliken_charge:R:1
Tm 1.255990 -0.507214 -1.932229 -1.76 2.22 -0.31 0.51
Cl 1.636922 -2.821921 -1.524496 0.66 -1.90 0.24 -0.62
C 2.521830 1.094759 -3.020724 0.42 0.05 -0.43 -1.01
C -0.271030 -0.771638 -3.786748 0.18 -0.18 0.04 -0.94
H 2.078306 1.394176 -3.983587 0.21 -0.10 0.09 0.19
H 2.742673 1.998503 -2.434420 0.02 -0.26 -0.09 0.22
H 3.464521 0.552374 -3.210045 0.24 0.31 -0.22 0.30
H -0.025602 -0.033311 -4.583034 -0.24 -0.37 0.35 0.19
H -1.358218 -0.753119 -3.575297 0.45 -0.07 -0.21 0.19
H 0.034005 -1.787773 -4.135093 -0.37 0.39 -0.10 0.25
Pb -1.159775 1.347249 0.664631 0.41 1.31 1.87 0.29
C -1.510453 -0.876258 1.125618 -0.38 -0.55 -0.32 -1.05
C -1.824956 1.954172 -1.225058 -0.08 -0.75 -1.55 -0.99
H -2.542844 -1.093724 0.822944 0.10 -0.31 0.00 0.30
H -0.807973 -1.441227 0.501289 -0.21 -0.19 0.07 0.08
H -1.358589 -1.163363 2.176116 -0.01 0.27 -0.23 0.28
H -2.277354 1.176388 -1.856830 -0.04 -0.07 -0.07 0.12
H -1.069628 2.443857 -1.869140 -0.26 0.34 0.38 0.17
Br 1.871874 0.763169 0.374005 0.66 -0.14 0.50 -0.48
```
Forces are in eV/Å.

Its total energy is -4471.1943 Eh. The calculation puts the gap between HOMO and LUMO (alpha / beta) at 0.18391 / 0.18409 Eh. Its HOMO energy (alpha / beta) is 0.35 / 0.35 eV. As for the charge: -2. The spin multiplicity is 3.



A structure of composition C55H38Cl2IrN4O5. Source: the OMol25 dataset; level of theory: wB97M-V/def2-TZVPD.

XYZ file:
```
105
Properties=species:S:1:pos:R:3:forces:R:3:mulliken_charge:R:1
Ir -0.120792 -0.333581 0.007957 0.23 -0.23 -0.39 -0.19
C 7.417340 0.270624 -0.135840 0.00 0.01 -0.01 -0.46
C 6.524251 1.151867 -0.730943 0.02 0.00 0.00 -0.91
C 5.161522 0.905673 -0.674853 0.06 -0.03 0.04 0.15
C 4.678010 -0.221546 -0.014316 -0.03 0.04 0.02 -0.82
C 5.576603 -1.105486 0.573911 0.00 -0.03 -0.03 -0.21
C 6.941480 -0.859791 0.512461 -0.01 -0.01 0.01 -0.86
C 3.205135 -0.427648 0.041382 0.03 -0.03 -0.13 1.38
C 2.567138 -0.708636 -1.203809 -0.01 -0.14 0.19 0.52
C 3.174413 -1.059256 -2.441724 -0.01 -0.03 -0.07 -1.35
C 2.175534 -1.524641 -3.262590 0.11 -0.05 0.04 -1.39
C 0.937820 -1.444481 -2.549879 -0.15 -0.07 -0.04 -0.86
C -0.349755 -1.931534 -3.007106 0.09 0.09 0.08 -0.64
C -0.443398 -3.180962 -3.738526 -0.03 -0.06 -0.09 1.34
C -1.645633 -3.595590 -4.348204 0.00 0.03 -0.02 -0.26
C -1.738789 -4.803407 -5.016555 0.01 -0.01 0.00 -1.03
C -0.644558 -5.653034 -5.102634 0.00 0.01 0.01 -0.46
C 0.540968 -5.282730 -4.480245 -0.01 -0.02 -0.01 -0.93
C 0.639482 -4.082957 -3.802008 -0.01 -0.01 0.04 -0.64
C -1.623319 -1.212105 -2.667062 -0.01 0.13 -0.01 1.35
N -1.375687 -0.298711 -1.531984 0.00 -0.22 0.06 1.28
C -3.385641 -0.246241 -1.355110 0.09 0.00 0.06 1.64
C -3.989019 0.098477 -0.040068 0.02 0.25 -0.07 -0.48
C -5.419594 0.469354 -0.048139 -0.02 -0.12 0.02 -0.20
C -5.857375 1.713392 0.407878 -0.01 -0.01 0.03 -0.08
C -7.200771 2.053224 0.349532 0.01 0.00 0.00 -0.90
C -8.125666 1.165567 -0.182176 0.00 0.00 0.00 -0.48
C -7.699590 -0.067534 -0.656288 0.00 0.00 0.00 -0.91
C -6.358429 -0.411648 -0.590504 0.00 0.00 -0.02 -0.29
C -3.179655 0.228701 1.069278 -0.07 -0.22 -0.04 0.60
C -3.782057 0.443356 2.389282 0.01 -0.02 0.01 -1.64
C -2.832838 0.290814 3.313499 0.00 -0.03 0.00 -2.07
C -1.572541 0.017511 2.620880 -0.02 -0.05 -0.01 0.70
N -1.801620 -0.006187 1.271729 0.08 0.42 0.10 0.59
C -0.386284 -0.187446 3.317814 0.07 -0.02 0.05 1.31
C 0.923431 -0.325475 2.778783 -0.04 0.04 0.01 0.48
C 2.176445 -0.322436 3.506300 0.01 -0.01 -0.04 -1.61
C 3.179385 -0.314096 2.589169 -0.01 0.02 0.06 -1.38
C 2.578174 -0.363437 1.278809 -0.11 -0.02 0.01 0.77
N 1.210332 -0.369369 1.474869 0.03 -0.03 0.08 0.74
C -0.451134 -0.108735 4.812348 0.03 0.04 -0.06 -1.03
C -0.582154 1.128857 5.438986 -0.03 -0.05 0.01 0.49
C -0.622169 1.216967 6.823069 -0.01 0.03 -0.01 -1.12
C -0.527142 0.068543 7.597410 -0.01 -0.01 0.01 -0.40
C -0.399327 -1.167854 6.981275 0.00 0.00 -0.01 -0.86
C -0.364431 -1.254632 5.595631 0.06 -0.01 0.00 0.02
C -3.912788 -0.286416 -2.783748 0.05 0.03 -0.03 -0.36
C -2.759289 -0.752045 -3.586932 -0.02 0.04 0.00 -0.76
N 1.230615 -0.921637 -1.318131 0.09 0.19 -0.12 1.12
H 8.481615 0.463112 -0.179457 0.00 0.00 0.00 0.39
H 6.886302 2.037689 -1.237512 0.01 -0.01 0.01 0.46
H 4.460086 1.595349 -1.125391 -0.05 0.05 -0.01 0.57
H 5.203617 -1.995663 1.066067 0.00 0.01 0.02 0.54
H 7.633547 -1.555976 0.968861 0.00 0.00 0.00 0.39
H 4.226776 -0.994576 -2.665544 0.00 0.01 0.00 0.68
H 2.283961 -1.883405 -4.273328 -0.01 0.02 -0.01 0.83
H -2.530085 -2.979051 -4.302563 0.02 -0.02 -0.01 0.47
H -2.679962 -5.081549 -5.473591 0.00 0.00 0.00 0.43
H -0.720111 -6.596629 -5.626193 0.00 0.00 0.00 0.39
H 1.395469 -5.947146 -4.504066 0.00 0.00 0.00 0.40
H 1.555467 -3.850963 -3.279290 -0.01 0.00 0.00 0.49
H -5.131141 2.415804 0.797934 0.00 0.01 -0.01 0.48
H -7.523733 3.021877 0.708904 0.00 0.00 0.00 0.40
H -9.172225 1.435875 -0.233359 0.00 0.00 0.00 0.40
H -8.414428 -0.766164 -1.071846 0.00 0.00 0.00 0.41
H -6.031607 -1.382346 -0.948459 -0.01 0.00 0.00 0.47
H -4.831293 0.624915 2.551112 0.01 -0.02 0.00 0.61
H -2.944871 0.342784 4.383155 -0.01 -0.01 0.00 0.45
H 2.269504 -0.309494 4.580107 -0.01 0.04 0.00 0.53
H 4.238763 -0.289992 2.785049 0.00 0.01 -0.01 0.60
H -0.670225 2.012066 4.818560 0.03 0.05 -0.01 0.62
H -0.730504 2.183836 7.298516 0.01 0.00 0.00 0.41
H -0.557850 0.136604 8.677177 0.00 0.00 0.00 0.39
H -0.330236 -2.067504 7.579518 0.00 0.00 0.00 0.40
H -0.268034 -2.219409 5.111651 0.00 0.00 0.00 0.43
H -4.607723 0.461852 -3.143063 0.01 0.01 0.01 0.73
H -2.571846 -0.408970 -4.594742 0.01 0.00 0.00 0.59
C 2.781589 3.628770 -4.297287 0.03 -0.02 -0.01 -0.78
O 3.374402 4.091940 -3.098294 -0.04 0.05 -0.01 -0.48
C 2.815811 3.682954 -1.928610 0.03 -0.04 0.02 0.94
C 3.380913 4.211680 -0.762711 0.01 -0.01 0.00 -1.43
C 2.858553 3.826393 0.446875 0.07 -0.03 0.02 -0.72
C 1.781657 2.933125 0.577466 -0.15 -0.03 -0.02 0.85
C 1.135016 2.796064 1.901640 -0.01 0.01 -0.03 1.24
C 1.964027 3.144890 3.125228 0.02 0.03 0.00 -1.64
O -0.029585 2.468925 2.031247 0.08 0.05 0.01 -0.55
C 1.249824 2.360985 -0.602043 0.26 0.01 -0.14 -0.76
O 0.266707 1.496688 -0.705902 -0.50 0.29 0.35 -0.60
C 1.782027 2.774924 -1.845130 0.04 -0.13 0.00 0.11
H 3.301607 4.133914 -5.106753 0.01 -0.01 0.00 0.26
H 1.718575 3.878212 -4.334797 0.00 0.01 -0.01 0.32
H 2.901167 2.547268 -4.406739 -0.01 0.00 0.01 0.28
H 4.199548 4.914134 -0.835753 0.00 0.00 0.00 0.44
H 3.287086 4.256988 1.341662 0.00 0.00 -0.03 0.31
H 2.229801 4.203037 3.129533 -0.05 0.00 0.02 0.57
H 2.889877 2.569230 3.139344 0.01 0.02 -0.01 0.35
H 1.385594 2.930402 4.017902 -0.05 -0.06 0.05 0.18
H 1.347925 2.313681 -2.721000 0.01 0.00 0.01 0.30
Cl -0.661099 -2.647478 0.354627 -0.11 0.09 0.11 -0.18
C -2.232491 -2.649369 -0.565236 0.05 0.04 0.00 -0.03
Cl -3.579821 -2.967594 0.516978 -0.01 -0.05 -0.03 -0.13
C -2.350699 -1.387922 -1.364858 -0.20 -0.17 -0.12 -1.04
O -3.942420 -1.554593 -3.403447 -0.02 -0.01 0.01 -0.50
O -2.304380 0.748848 -1.519868 -0.03 -0.02 0.10 -0.82
H -2.157079 -3.500665 -1.235156 0.07 0.01 -0.01 0.68
```
Forces are in eV/Å.

Its total energy is -3738.4463 Eh. The calculation puts the gap between HOMO and LUMO (alpha / beta) at 0.19699 / 0.18839 Eh. Its HOMO energy (alpha / beta) is -6.30 / -6.67 eV. As for the charge: 0. The spin multiplicity is 2.



A structure of composition C28H45ClCuN5O7. Source: the OMol25 dataset; level of theory: wB97M-V/def2-TZVPD.

XYZ file:
```
87
Properties=species:S:1:pos:R:3:forces:R:3:mulliken_charge:R:1
O 1.196762 0.413162 -1.151527 -1.39 0.72 1.00 0.83
C 2.278239 -0.400280 -1.090245 0.23 -0.11 0.93 0.02
C 2.090914 -1.627080 -1.999454 0.14 -0.03 0.42 -0.77
C 0.832363 -1.967969 -2.492215 0.09 -0.08 -0.14 1.05
H -0.011047 -1.333191 -2.231460 0.25 -0.12 0.05 0.91
C 0.662430 -3.099463 -3.293828 0.24 0.23 0.13 -1.53
H -0.342960 -3.333815 -3.650146 0.31 -0.10 0.01 0.34
C 1.763000 -3.897370 -3.615600 -0.07 0.05 0.01 -0.69
H 1.624934 -4.789954 -4.234159 0.12 0.29 0.22 0.37
C 3.033523 -3.540249 -3.146751 -0.13 0.14 0.02 -0.76
H 3.896051 -4.154738 -3.401738 -0.14 0.11 0.03 0.38
C 3.195067 -2.400705 -2.352534 -0.20 -0.36 -0.19 -0.34
H 4.179674 -2.106313 -1.980763 -0.20 -0.17 -0.09 0.41
H 3.136427 0.155190 -1.519158 0.37 -0.23 0.03 0.37
C 3.822037 0.127381 0.968091 0.36 0.04 0.37 -2.07
C 2.710624 -0.713638 0.415171 0.46 -1.15 -1.93 0.65
H 4.543087 -0.512706 1.494425 0.00 0.27 -0.15 0.62
H 3.461385 0.876152 1.685204 0.12 -0.16 -0.17 0.16
H 4.349473 0.648988 0.158839 -0.07 -0.01 0.19 0.38
C 2.363889 -1.887241 0.958080 -0.19 0.28 -0.17 0.71
C 3.021870 -2.530187 2.130735 -0.05 -0.02 0.52 -1.74
H 1.540988 -2.452449 0.517738 0.38 0.09 -0.15 0.11
H 3.728746 -3.294315 1.777442 -0.03 0.06 -0.07 0.34
H 2.284633 -3.046466 2.751202 0.08 0.17 0.03 0.39
H 3.577469 -1.824447 2.758399 -0.23 -0.20 -0.06 0.41
Cu 0.462712 0.839437 0.642474 0.04 0.68 -0.69 -0.60
Cl 0.340368 -0.813636 3.334245 2.06 -3.04 0.12 -0.56
C -0.880412 1.563812 3.068606 -0.07 -1.94 0.86 -0.06
O -0.311893 2.099950 2.118535 0.36 1.02 -0.50 -0.76
N -1.955409 2.029605 3.679489 -1.02 1.72 0.30 0.56
C -2.290038 3.445994 3.551600 -0.32 -0.33 0.08 -0.99
C -2.696935 1.254079 4.673131 0.60 -0.12 -0.01 -0.79
H -0.458519 0.519447 3.430265 -1.53 2.29 -0.33 -0.04
H -1.891406 3.818811 2.609431 -0.06 -0.03 0.05 0.26
H -1.867875 4.011477 4.392390 -0.03 0.03 -0.09 0.32
H -3.377903 3.547242 3.580361 0.06 0.18 -0.13 0.32
H -2.709014 0.194702 4.381940 0.03 0.33 0.11 0.19
H -3.725729 1.630197 4.716638 0.21 -0.13 -0.08 0.30
H -2.244233 1.344593 5.674048 -0.18 -0.03 -0.18 0.28
H -0.767157 0.840079 -5.454144 0.05 -0.05 0.16 0.31
H -2.536707 2.136886 -4.102217 0.04 0.00 0.15 0.33
C -0.448429 0.388150 -4.500348 0.01 0.03 0.17 -0.98
C -2.163442 1.605661 -3.212948 -0.05 -0.22 0.07 -0.91
N -0.769346 1.253133 -3.380146 0.10 0.27 -0.37 0.49
H 0.635354 0.220431 -4.524547 -0.31 -0.09 0.00 0.34
C 0.205540 1.987820 -2.792468 -0.18 0.92 0.65 -0.11
O 0.010418 2.921095 -2.000541 0.16 -0.99 -1.18 -0.73
H -2.285170 2.221915 -2.319596 0.07 -0.12 -0.12 0.23
H 1.214803 1.686247 -3.127940 -0.26 0.13 0.10 0.38
H -0.959900 -0.578484 -4.390952 0.20 0.18 -0.03 0.26
H -2.746272 0.679982 -3.110485 0.02 0.18 0.07 0.25
H 3.153982 5.458420 1.688638 0.02 -0.20 -0.02 0.31
H 3.352824 5.901570 -0.909689 0.06 -0.22 -0.05 0.33
C 3.545778 4.455818 1.464901 0.20 0.03 -0.11 -0.96
C 3.696199 4.858363 -0.979095 -0.34 -0.16 0.18 -1.00
N 3.158983 4.062078 0.119798 0.19 0.44 0.18 0.39
H 3.150432 3.732986 2.180621 0.07 0.12 -0.15 0.24
C 2.263049 3.089195 -0.081459 -0.57 -1.50 0.81 0.64
O 1.885347 2.312297 0.832615 0.80 1.59 -1.33 -0.60
H 3.359108 4.424102 -1.927653 0.11 0.17 0.22 0.27
H 1.869775 3.022127 -1.107682 0.08 -0.22 0.31 -0.28
H 4.640257 4.499397 1.524364 -0.16 -0.08 0.12 0.33
H 4.794996 4.851924 -0.940065 -0.26 -0.05 -0.05 0.33
C -2.156183 -3.182887 2.614061 0.16 0.15 0.25 -0.99
C -2.733774 -3.254957 1.215694 -0.25 -0.06 -0.43 -1.28
C -2.909217 -1.887645 0.526362 0.38 -0.15 0.55 3.07
C -3.595654 -2.044628 -0.859922 -0.31 0.41 0.22 -0.85
C -2.978738 -3.098033 -1.761199 0.22 -0.21 -0.12 -1.20
C -3.757222 -0.945052 1.363645 -0.20 0.06 0.30 -0.58
O -4.493848 -1.250534 2.288110 0.16 0.13 -0.91 -0.67
N -3.653406 0.364317 0.914323 -0.63 -0.04 0.12 0.36
C -2.459077 0.958314 0.478874 0.53 -0.03 0.08 -0.87
O -2.453964 2.143496 0.171611 0.00 -1.01 0.28 -0.71
N -1.359420 0.112382 0.521727 -0.71 0.47 -0.83 3.22
C -1.518645 -1.225457 0.353003 1.07 -0.86 -0.39 -2.20
O -0.554828 -1.941621 0.049555 -1.30 0.54 0.50 -0.56
H -1.265651 -2.536039 2.645359 -0.29 -0.32 0.06 0.02
H -1.864601 -4.188388 2.941508 -0.04 0.18 0.05 0.41
H -2.903642 -2.780481 3.308882 0.27 -0.13 -0.06 0.28
H -2.080281 -3.868034 0.580987 -0.17 0.24 0.11 0.41
H -3.720753 -3.739890 1.247075 0.11 0.05 -0.08 0.44
H -4.650052 -2.301169 -0.678541 0.13 0.10 -0.01 0.44
H -3.596351 -1.065931 -1.359591 0.03 -0.16 0.07 0.24
H -3.287228 -4.105392 -1.452705 0.17 0.20 -0.09 0.33
H -3.320698 -2.944488 -2.791160 0.06 -0.07 0.10 0.45
H -1.882520 -3.044252 -1.739566 -0.24 -0.04 -0.02 0.13
H -4.397965 1.001168 1.164046 0.20 0.01 0.12 0.33
```
Forces are in eV/Å.

Its total energy is -3995.1704 Eh. The calculation puts the gap between HOMO and LUMO (alpha / beta) at 0.24848 / 0.24820 Eh. Its HOMO energy (alpha / beta) is -4.27 / -4.26 eV. As for the charge: -1. The spin multiplicity is 2.